Below is a structure of composition C45H51MgN2O3Te, with properties calculated with wB97M-V/def2-TZVPD.

Properties
2S+1: 1
Total charge: -1
Energy relative to the best compared isomer or geometry (same formula, charge and spin) in eV: 0.181
Electronic energy in eV: -69358.3261

CARTESIAN COORDINATES (ANGSTROEM)
Mg1 0.60283 0.64563 0.17320
C1 4.80033 3.99314 0.35273
C2 4.12664 2.98594 1.28618
C3 4.28829 3.42622 2.74518
C4 4.64052 1.56713 1.09138
C5 5.94257 1.27208 1.48241
C6 6.41388 -0.02720 1.51526
C7 5.53978 -1.05294 1.18224
C8 4.24217 -0.80898 0.75476
C9 3.37554 -2.01664 0.44789
C10 2.92573 -2.11719 -1.01398
C11 2.21516 -2.16801 1.43564
C12 3.78563 0.53024 0.63854
N1 2.53673 0.81114 0.10805
C13 2.45001 1.83845 -0.84917
C14 1.38191 2.66860 -0.98666
N2 0.30788 2.60915 -0.08796
C15 -0.65194 3.55598 0.18531
C16 -1.41317 3.34065 1.38289
C17 -2.42685 4.20470 1.75199
C18 -2.75762 5.31726 0.99464
C19 -2.02752 5.54394 -0.15344
C20 -0.99142 4.71342 -0.58110
C21 -0.34318 5.14299 -1.88742
C22 1.06625 5.73740 -1.69991
C23 -0.51574 4.09600 -3.00780
C24 -1.07187 2.23772 2.37487
C25 -2.28190 1.55829 3.01262
C26 -0.12376 2.79135 3.44820
H1 4.41176 5.00044 0.52304
H2 4.62665 3.73289 -0.69182
H3 5.88056 4.01313 0.52407
H4 3.05938 2.98332 1.07257
H5 5.33946 3.49757 3.03504
H6 3.80124 2.71820 3.41848
H7 3.83280 4.40864 2.89433
H8 6.59292 2.08077 1.80065
H9 7.43077 -0.24257 1.81909
H10 5.88016 -2.08208 1.24333
H11 4.01342 -2.88802 0.63150
H12 2.32400 -1.26027 -1.30270
H13 2.34683 -3.03081 -1.17275
H14 3.80165 -2.14216 -1.66555
H15 1.46757 -1.38017 1.34291
H16 2.58538 -2.14578 2.46244
H17 1.70901 -3.12091 1.26909
H18 3.24462 1.90528 -1.59239
H19 1.41573 3.31662 -1.84631
H20 -2.97285 4.01553 2.66795
H21 -3.55787 5.98367 1.29084
H22 -2.26994 6.40815 -0.76422
H23 -0.93449 5.99877 -2.22186
H24 1.73186 5.11983 -1.10288
H25 0.97309 6.69773 -1.18727
H26 1.54091 5.91860 -2.66899
H27 -0.44062 3.07321 -2.64589
H28 0.22198 4.23269 -3.80340
H29 -1.50872 4.20487 -3.44879
H30 -0.50273 1.44814 1.88393
H31 -2.81397 2.23640 3.68211
H32 -1.95426 0.70533 3.61216
H33 -2.96612 1.19462 2.24864
H34 -0.62189 3.57360 4.02551
H35 0.76571 3.22223 2.98400
H36 0.19238 2.00237 4.13685
O1 -0.47552 -2.68590 -2.45584
C27 -1.81063 -2.48756 -2.44387
C28 -2.58467 -3.26808 -3.30326
C29 -3.96004 -3.13431 -3.31197
C30 -4.59021 -2.22531 -2.46564
C31 -3.82003 -1.45383 -1.61534
C32 -2.43236 -1.56893 -1.58745
C33 -1.66394 -0.72147 -0.61994
O2 -2.22582 0.03282 0.16202
O3 -0.36242 -0.84111 -0.66343
H37 -0.09316 -2.03470 -1.81938
H38 -2.07852 -3.97899 -3.94401
H39 -4.54912 -3.75119 -3.98050
H40 -5.66753 -2.12417 -2.47600
H41 -4.26819 -0.73792 -0.93852
Te1 -0.67300 -4.69264 -0.08276
C34 -1.32224 -5.96349 -1.62921
C35 -2.62395 -6.45644 -1.63487
C36 -3.05289 -7.27304 -2.67081
C37 -2.19168 -7.58324 -3.71543
C38 -0.89854 -7.08242 -3.71879
C39 -0.46082 -6.27645 -2.67474
C40 -0.66199 -6.19727 1.40178
C41 -0.49663 -7.54651 1.10998
C42 -0.46209 -8.48194 2.13496
C43 -0.57742 -8.08096 3.45836
C44 -0.73736 -6.73405 3.75319
C45 -0.78772 -5.79777 2.73062
H42 -3.30298 -6.19294 -0.83382
H43 -4.06598 -7.65581 -2.67148
H44 -2.53251 -8.21143 -4.52900
H45 -0.22648 -7.31748 -4.53472
H46 0.54725 -5.88257 -2.67485
H47 -0.39870 -7.87000 0.08061
H48 -0.33615 -9.53136 1.89698
H49 -0.54492 -8.81387 4.25451
H50 -0.83443 -6.40931 4.78176
H51 -0.93253 -4.75034 2.97081